(1)
{"formula": "C3H6N2OS", "method": "the ωB97M-V functional and the def2-TZVPD basis", "multiplicity": 1, "lumo_energy_ev": -1.00, "largest_force_ha_per_bohr": 0.0445, "e_tot_ev": -19070.326, "orbital_gap_ev": 8.038, "homo_ev": -9.04, "total_charge": 0, "elements": ["H", "N", "C", "N", "C", "S", "C", "O", "H", "H", "H", "H", "H"], "xyz": [[-0.6203, 2.2760, -0.0336], [-0.7879, 1.2481, 0.1275], [0.3626, 0.7039, 0.0001], [1.5846, 1.3530, -0.0915], [0.3955, -0.8092, 0.0234], [1.7565, -1.6507, -0.1107], [-0.9427, -1.4608, 0.2808], [-1.9590, -1.0235, -0.4949], [2.3943, 0.8777, -0.5018], [1.5570, 2.3550, -0.2538], [-0.8314, -2.5447, 0.2133], [-1.0756, -1.2833, 1.3175], [-1.8336, -0.0415, -0.4762]], "forces_ev_per_angstrom": [[-0.8, -1.0, 0.5], [0.9, 2.0, -0.6], [1.2, -0.5, 0.0], [-0.4, 0.0, -0.4], [0.2, 0.1, -0.1], [0.2, 0.0, -0.1], [1.7, -1.3, 0.1], [-1.1, 1.2, -1.1], [-0.7, 0.0, 0.4], [0.0, -0.4, 0.1], [0.0, 0.0, -0.3], [-0.5, 0.4, 1.6], [-0.7, -0.5, 0.0]], "lowdin_charge": [0.096, 0.124, -0.496, 0.099, -0.662, 0.815, -0.363, -0.052, 0.064, 0.098, 0.112, 0.111, 0.053]}

(2)
{"formula": "C3H6N2OS", "method": "the ωB97M-V functional and the def2-TZVPD basis", "multiplicity": 1, "lumo_energy_ev": 0.65, "largest_force_ha_per_bohr": 0.0406, "e_tot_ev": -19070.084, "orbital_gap_ev": 9.524, "homo_ev": -8.88, "total_charge": 0, "elements": ["C", "S", "C", "N", "N", "C", "O", "H", "H", "H", "H", "H", "H"], "xyz": [[-1.8296, -1.1017, 1.8643], [-1.2338, 0.0707, 0.6527], [0.3150, -0.6776, 0.2604], [1.1385, -0.1751, -0.5724], [0.8813, 1.0599, -1.1401], [1.7739, 1.5025, -2.1346], [1.6427, 2.5160, -2.7895], [-1.2167, -1.1170, 2.7842], [-1.8094, -2.1044, 1.4541], [-2.8347, -0.7854, 2.0957], [0.4292, -1.6774, 0.6397], [0.1048, 1.6457, -0.9444], [2.6387, 0.8438, -2.1702]], "forces_ev_per_angstrom": [[0.7, -0.2, 0.6], [0.3, 0.2, 0.0], [-0.7, 1.1, -0.9], [-0.1, 0.2, 0.1], [1.7, -0.6, -1.0], [-0.6, 0.5, 0.8], [-0.2, -0.9, 0.7], [-0.3, 0.3, -0.4], [-0.3, -0.1, -0.1], [-0.3, -0.1, 0.1], [0.6, -0.2, 0.1], [-1.0, 0.3, 0.4], [0.2, -0.3, -0.3]], "lowdin_charge": [-0.425, 0.847, -0.484, -0.039, -0.018, -0.306, 0.027, 0.052, 0.034, 0.026, 0.071, 0.091, 0.122]}

(3)
{"formula": "C3H6N2OS", "method": "the ωB97M-V functional and the def2-TZVPD basis", "multiplicity": 1, "lumo_energy_ev": 0.48, "largest_force_ha_per_bohr": 0.1388, "e_tot_ev": -19066.730, "orbital_gap_ev": 8.730, "homo_ev": -8.25, "total_charge": 0, "elements": ["C", "N", "S", "C", "C", "N", "O", "H", "H", "H", "H", "H", "H"], "xyz": [[2.1371, -0.5363, 1.2700], [1.2601, 0.3191, 1.7516], [0.5344, 1.5477, 0.7947], [-0.3876, 0.5059, -0.0381], [-1.7935, 0.8342, -0.4773], [0.1844, -0.5923, -0.5266], [-0.6501, -1.3364, -1.4525], [2.5041, -1.2394, 2.0058], [2.5140, -0.4181, 0.1716], [-2.3434, -0.1208, -0.3629], [-1.7369, 1.2729, -1.5576], [-2.3176, 1.5199, 0.3828], [0.0950, -1.7566, -1.9617]], "forces_ev_per_angstrom": [[-1.5, 3.7, -1.1], [2.8, -2.0, 0.3], [2.1, 1.7, 2.5], [-1.8, -4.9, -4.9], [-0.9, 1.5, 1.5], [-1.4, 1.7, 0.2], [1.6, 0.3, 0.2], [0.1, -0.3, -0.3], [-0.4, -0.7, 2.2], [0.1, 0.6, -0.8], [-0.7, -0.8, 2.1], [1.4, -1.1, -2.6], [-1.3, 0.3, 0.7]], "lowdin_charge": [-0.102, -0.362, 0.933, -0.792, -0.105, -0.045, -0.105, 0.061, 0.097, 0.071, 0.118, 0.121, 0.109]}

(4)
{"formula": "C3H6N2OS", "method": "the ωB97M-V functional and the def2-TZVPD basis", "multiplicity": 1, "lumo_energy_ev": 0.65, "largest_force_ha_per_bohr": 0.0750, "e_tot_ev": -19069.523, "orbital_gap_ev": 9.376, "homo_ev": -8.72, "total_charge": 0, "elements": ["C", "C", "O", "S", "N", "C", "N", "H", "H", "H", "H", "H", "H"], "xyz": [[2.1243, -0.6079, -1.4815], [0.8525, -0.3517, -0.5369], [-0.0184, -1.2459, -0.3507], [1.0013, 1.0850, 0.3688], [-0.3125, 1.3843, 1.4589], [-1.5867, 1.0485, 1.3860], [-2.2088, 0.0005, 0.6262], [1.8371, -1.3834, -2.2862], [2.9833, -1.0850, -0.7651], [2.5049, 0.3572, -1.7126], [-2.2590, 1.6931, 2.0926], [-1.6532, -0.8564, 0.2863], [-3.2647, -0.0383, 0.9142]], "forces_ev_per_angstrom": [[-0.4, -2.4, 2.7], [-0.5, -3.8, -0.1], [2.1, 2.0, -0.9], [-1.4, 0.8, 1.0], [-1.4, -0.2, -0.9], [1.1, -1.2, -0.4], [-1.6, 1.7, 2.2], [0.6, 1.7, 1.1], [-2.2, 0.9, -1.7], [0.4, 0.6, -1.1], [1.1, -1.5, -1.4], [-0.8, 1.9, 0.7], [3.0, -0.5, -1.1]], "lowdin_charge": [-0.083, -0.759, -0.094, 0.967, -0.333, -0.322, 0.031, 0.105, 0.129, 0.019, 0.136, 0.083, 0.121]}

Values of energy relative to the best compared isomer or geometry (same formula, charge and spin), in order: 42.4, 48.0, 125.4, 61.0, all in kcal per mole.